Computed, not measured: a single CN2O3 molecule at a distorted geometry, with ωB97M-V/def2-TZVPD.

```
6
Properties=species:S:1:pos:R:3:nbo_charge:R:1
C -1.57 0.10 0.06 0.51
N -2.47 0.03 -0.65 -0.33
N 1.98 -0.43 -0.10 0.49
O 2.47 0.60 -0.24 -0.21
O -0.55 0.45 0.62 -0.29
O 0.71 -0.50 0.20 -0.17
```

Values from the calculation:
SMILES string = N#COON=O
E = -373.07338 Ha
ΔE to the lowest compared entry with this formula, charge and spin = 156.4 kcal per mole
molecular weight = 88.02 g/mol
gap between HOMO and LUMO (alpha / beta) = 0.3014 / 0.3046 hartree
HOMO level (alpha / beta) = -11.280 / -11.339 eV
maximum force = 4.942 eV/A